ORCA calculation (ωB97M-V with the def2-TZVPD basis set) on C2H3NP2 in the gas phase at a distorted geometry.

Geometry as XYZ:
```
8
Properties=species:S:1:pos:R:3:forces:R:3:lowdin_charge:R:1
C 2.109660 0.005609 0.393992 -0.652 1.131 -0.757 -0.29
C -1.461098 0.766313 -0.035880 -1.124 -0.609 -0.466 -0.64
N -0.553963 1.583930 -0.083540 0.322 0.604 0.163 0.05
P -1.141305 -1.106449 0.237190 -0.112 1.217 -0.415 0.63
P 0.925281 -0.979963 -0.240464 -0.712 -0.212 0.120 0.45
H 1.456744 0.909140 0.181642 1.056 0.300 0.821 -0.12
H -2.501020 1.107909 -0.318287 0.632 -0.497 0.432 0.07
H 1.165700 -2.286488 -0.134656 0.589 -1.935 0.103 -0.14
```
Forces are in eV/Å.

Output
- HOMO (spin up / spin down) (Ha) = -0.333 / -0.325
- total energy (eV) = -22183.1966
- Kohn-Sham gap (spin up / spin down) (eV) = 6.58 / 7.67